# 1
A cluster of 2 separate species, C3H5NO in total. Source: the OMol25 dataset; level of theory: ωB97M-V with the def2-TZVPD basis set.

Bonds (Å) are listed after each position.
Cartesian coordinates (Å):
1 C 1.817 0.953 0.050  C2 1.290, H6 1.038, H7 1.118
2 C 0.637 0.434 0.029  C1 1.290, N4 1.303
3 C -1.622 -0.491 -0.249  N4 1.402, O5 1.406, H9 1.070, H10 1.090
4 N -0.606 0.468 -0.361  C2 1.303, C3 1.402, O5 1.450
5 O -1.648 0.599 0.638  C3 1.406, N4 1.450
6 H 2.393 0.673 0.867  C1 1.038
7 H 2.206 1.545 -0.815  C1 1.118
8 H 0.689 -2.121 0.378  no bonds
9 H -2.480 -0.673 -0.863  C3 1.070
10 H -1.386 -1.387 0.326  C3 1.090

Summary:
**Total charge**: 0
**Gap between HOMO and LUMO (alpha / beta)**: 6.603 / 10.125 eV
**Electronic energy**: -6720.50682 eV
**LUMO level (alpha / beta)**: -0.0280 / 0.0087 Ha
**Spin multiplicity**: 1

These are the Löwdin partial charges, in e, on atoms 1 to 4: atom 1 (C): 0.0158, atom 2 (C): -0.1605, atom 3 (C): -0.1726, atom 4 (N): -0.0646

# 2
An isolated molecule of C3H5NO. Source: the OMol25 dataset; level of theory: ωB97M-V with the def2-TZVPD basis set.

Bonds (Å) are listed after each position.
Cartesian coordinates (Å):
1 C 1.398 -0.028 -0.193  N2 1.268, O5 1.350, H6 1.078
2 N 0.874 1.084 0.116  C1 1.268, C3 1.456
3 C -0.571 0.914 0.051  N2 1.456, C4 1.707, H7 1.129, H8 1.068
4 C -0.662 -0.788 -0.058  C3 1.707, O5 1.418, H9 1.116, H10 1.107
5 O 0.648 -1.108 -0.497  C1 1.350, C4 1.418
6 H 2.462 -0.195 -0.251  C1 1.078
7 H -0.969 1.787 -0.542  C3 1.129
8 H -1.096 0.889 0.981  C3 1.068
9 H -0.719 -1.116 1.006  C4 1.116
10 H -1.365 -1.440 -0.612  C4 1.107

Summary:
**Structure (SMILES)**: C1=NCCO1
**Total charge**: 0
**Gap between HOMO and LUMO**: 10.776 eV
**Electronic energy**: -6727.94483 eV
**LUMO level**: 0.0366 Ha
**Spin multiplicity**: 1

These are the Löwdin partial charges, in e, on atoms 1 to 4: atom 1 (C): -0.2519, atom 2 (N): 0.0434, atom 3 (C): -0.1453, atom 4 (C): -0.1116

# 3
An isolated molecule of C3H5NO. Source: the OMol25 dataset; level of theory: ωB97M-V with the def2-TZVPD basis set.

Bonds (Å) are listed after each position.
Cartesian coordinates (Å):
1 O 1.251 0.111 1.533  C2 1.269
2 C 0.176 0.756 1.339  O1 1.269, N3 1.487, H6 1.121
3 N -0.316 0.795 -0.064  C2 1.487, C4 1.541, C5 1.365
4 C -0.770 -0.638 -0.405  N3 1.541, C5 1.562, H7 1.162, H8 1.251
5 C 0.436 0.152 -1.004  N3 1.365, C4 1.562, H9 1.211, H10 1.081
6 H -0.367 1.414 2.066  C2 1.121
7 H -0.153 -1.467 0.125  C4 1.162
8 H -1.936 -1.092 -0.439  C4 1.251
9 H 0.306 0.355 -2.190  C5 1.211
10 H 1.372 -0.388 -0.961  C5 1.081

Summary:
**Structure (SMILES)**: O=CN1CC1
**Total charge**: 0
**Gap between HOMO and LUMO**: 10.772 eV
**Electronic energy**: -6725.67690 eV
**LUMO level**: 0.0263 Ha
**Spin multiplicity**: 1

These are the Löwdin partial charges, in e, on atoms 1 to 4: atom 1 (O): -0.0134, atom 2 (C): -0.1807, atom 3 (N): -0.0911, atom 4 (C): -0.1214

Relative energy (zero: lowest compared OMol25 entry of this formula, charge and spin) for the records above, in order: 209.1, 37.5, 89.8 kcal per mole